[1]
{"formula": "C8H16N5O", "method": "wB97M-V/def2-TZVPD", "charge": 1, "homo_energy_ev": -11.08, "max_force_ev_per_a": 4.6, "e_tot_ha": -663.073135, "orbital_gap_ev": 7.79, "species": ["C", "C", "C", "C", "C", "C", "C", "C", "N", "N", "N", "N", "N", "O", "H", "H", "H", "H", "H", "H", "H", "H", "H", "H", "H", "H", "H", "H", "H", "H"], "coordinates": [[3.334, 0.797, -0.564], [2.426, 1.550, -0.062], [3.286, -0.573, -0.216], [-1.856, 1.023, -0.007], [-0.411, -0.097, -1.678], [-2.135, -1.406, -0.484], [-0.093, -0.620, 1.158], [-1.287, -0.150, -0.475], [2.241, -0.995, 0.405], [1.133, -0.140, 0.630], [-2.817, 1.047, 0.885], [-0.164, -1.945, 1.456], [1.344, 1.220, 0.708], [-1.296, 2.263, -0.216], [4.180, 1.274, -1.044], [2.505, 2.621, -0.097], [3.995, -1.370, -0.404], [-0.993, -0.200, -2.582], [0.326, 0.747, -1.666], [0.330, -0.941, -1.755], [-2.949, -1.236, -1.275], [-2.555, -1.488, 0.477], [-1.708, -2.322, -0.840], [-0.632, -0.038, 1.918], [-3.123, 0.159, 1.295], [-3.269, 1.870, 1.172], [0.452, -2.552, 0.801], [-1.129, -2.284, 1.612], [1.282, 1.663, 1.587], [-0.419, 2.123, -0.739]]}

***

[2]
{"formula": "C5H9N2O", "method": "wB97M-V/def2-TZVPD", "smiles": "CO[C@H]1C=N[N+](C)=C1", "charge": 1, "homo_energy_ev": -14.69, "max_force_ev_per_a": 7.3, "e_tot_ha": -380.246022, "orbital_gap_ev": 9.59, "species": ["C", "C", "C", "C", "C", "N", "N", "O", "H", "H", "H", "H", "H", "H", "H", "H", "H"], "coordinates": [[0.087, -1.172, 0.404], [0.756, -1.241, -1.121], [0.402, 0.341, 0.630], [1.465, 2.167, -0.759], [-2.121, -1.042, 0.989], [0.859, -0.110, -1.588], [0.942, 0.842, -0.437], [-1.208, -1.027, -0.099], [0.226, -1.817, 1.181], [0.558, -2.183, -1.466], [0.188, 0.886, 1.561], [1.353, 2.414, -1.885], [1.144, 2.924, -0.124], [2.494, 2.254, -0.851], [-2.470, 0.058, 0.937], [-1.838, -1.474, 1.988], [-2.837, -1.821, 0.638]]}

***

[3]
{"formula": "C3H11N", "method": "wB97M-V/def2-TZVPD", "smiles": "CCN.C", "homo_energy_ev": -9.57, "max_force_ev_per_a": 2.3, "e_tot_ha": -175.618603, "orbital_gap_ev": 10.59, "species": ["C", "H", "H", "H", "H", "C", "C", "N", "H", "H", "H", "H", "H", "H", "H"], "coordinates": [[-2.037, 2.007, 0.653], [-3.002, 2.451, 0.442], [-1.937, 2.156, 1.731], [-1.826, 0.970, 0.417], [-1.223, 2.562, 0.184], [0.115, -1.466, 0.071], [1.105, -0.880, -0.947], [2.369, -0.357, -0.411], [0.032, -2.544, 0.146], [-0.875, -1.182, -0.321], [0.125, -0.842, 0.966], [0.629, -0.090, -1.536], [1.355, -1.585, -1.744], [2.934, -1.179, -0.190], [2.235, -0.021, 0.538]]}

***

[4]
{"formula": "C26H17N4O7S5Tc", "method": "wB97M-V/def2-TZVPD", "homo_energy_ev": [-7.63, -7.64], "max_force_ev_per_a": 19.1, "e_tot_ha": -3817.678786, "orbital_gap_ev": [5.38, 5.44], "species": ["Tc", "O", "S", "O", "O", "C", "C", "C", "C", "C", "C", "S", "O", "O", "O", "H", "H", "H", "H", "S", "C", "C", "C", "C", "N", "C", "C", "C", "S", "C", "N", "H", "H", "C", "C", "C", "C", "C", "C", "N", "C", "C", "C", "C", "C", "C", "H", "H", "H", "H", "H", "H", "H", "H", "H", "H", "O", "S", "N", "H"], "coordinates": [[0.000, 0.000, 0.000], [-1.334, 3.777, -0.846], [-0.792, 2.429, -1.080], [0.620, 2.453, -1.452], [-1.226, 1.484, -0.064], [-1.623, 1.938, -2.614], [-2.135, 3.006, -3.391], [-2.877, 2.784, -4.552], [-3.130, 1.484, -4.960], [-2.627, 0.420, -4.210], [-1.866, 0.628, -3.033], [-1.208, -0.878, -2.266], [-1.223, -1.832, -3.387], [-2.202, -1.200, -1.247], [0.146, -0.562, -1.840], [-1.951, 4.031, -3.073], [-3.256, 3.627, -5.120], [-3.707, 1.287, -5.857], [-2.823, -0.597, -4.544], [-0.792, 1.834, 1.204], [-1.712, 1.287, 2.513], [-2.928, 1.739, 2.969], [-3.471, 1.097, 4.089], [-4.738, 1.548, 4.585], [-5.765, 1.905, 4.998], [-2.778, 0.026, 4.711], [-1.542, -0.403, 4.214], [-1.044, 0.255, 3.112], [0.408, -0.038, 2.299], [-3.321, -0.641, 5.857], [-3.773, -1.174, 6.787], [-3.425, 2.560, 2.466], [-0.983, -1.217, 4.660], [-0.179, -5.236, 1.272], [-0.478, -4.511, 0.123], [0.002, -3.205, -0.027], [0.802, -2.593, 0.950], [1.069, -3.343, 2.111], [0.594, -4.649, 2.270], [1.204, -1.311, 0.761], [2.467, -0.967, 1.116], [3.606, -1.748, 0.846], [4.892, -1.323, 1.200], [5.073, -0.092, 1.822], [3.967, 0.712, 2.082], [2.686, 0.279, 1.724], [-0.549, -6.248, 1.392], [-1.086, -4.949, -0.661], [-0.244, -2.646, -0.928], [1.658, -2.892, 2.907], [0.830, -5.194, 3.176], [3.482, -2.706, 0.345], [5.741, -1.960, 0.980], [6.067, 0.240, 2.096], [4.090, 1.678, 2.558], [1.830, 0.919, 1.928], [-3.892, -1.581, 1.358], [-2.601, -2.037, 0.770], [-1.630, -0.908, 0.534], [0.550, -1.293, -0.899]]}

***

[5]
{"formula": "C23H24N3O10S4W", "method": "wB97M-V/def2-TZVPD", "charge": 3, "homo_energy_ev": -17.53, "max_force_ev_per_a": 0.5, "e_tot_ha": -3466.363337, "orbital_gap_ev": 6.23, "species": ["W", "O", "S", "O", "O", "C", "C", "C", "C", "C", "C", "S", "O", "O", "O", "H", "H", "H", "H", "N", "C", "C", "C", "C", "C", "C", "S", "O", "O", "O", "H", "H", "H", "H", "H", "H", "C", "C", "C", "N", "C", "S", "N", "C", "O", "C", "C", "C", "C", "C", "C", "H", "H", "H", "H", "H", "H", "H", "H", "H", "H", "H", "H", "H", "H"], "coordinates": [[-1.145, 1.180, -0.406], [2.380, -0.606, -0.319], [1.505, 0.491, -0.188], [0.659, 0.816, -1.409], [0.357, 0.294, 0.795], [2.366, 1.937, 0.297], [3.731, 1.790, 0.447], [4.509, 2.879, 0.851], [3.920, 4.096, 1.104], [2.539, 4.259, 0.953], [1.758, 3.193, 0.552], [0.051, 3.557, 0.358], [-0.770, 2.544, 1.151], [-0.210, 4.907, 0.659], [-0.363, 3.089, -1.026], [4.190, 0.831, 0.251], [5.577, 2.756, 0.963], [4.521, 4.939, 1.417], [2.076, 5.218, 1.143], [-2.940, 2.404, -0.645], [-2.995, 1.322, -1.548], [-1.938, 1.439, -2.549], [-1.971, 0.509, -3.602], [-2.947, -0.491, -3.616], [-4.104, -0.448, -2.741], [-4.124, 0.441, -1.738], [-2.207, -2.223, -4.030], [-2.911, -3.244, -3.362], [-0.843, -2.250, -4.379], [-3.085, -1.273, -4.886], [-3.601, 2.371, 0.126], [-2.806, 3.341, -1.024], [-1.453, 2.385, -2.771], [-1.284, 0.598, -4.438], [-4.921, -1.131, -2.930], [-4.982, 0.519, -1.082], [-2.110, -5.777, 0.841], [-1.689, -4.919, 2.028], [-0.412, -4.127, 1.768], [-0.543, -3.199, 0.617], [-1.147, -2.045, 0.596], [-1.379, -1.278, -0.926], [-1.635, -1.561, 1.782], [-2.301, -0.387, 2.004], [-2.336, 0.512, 1.115], [-2.954, -0.191, 3.271], [-3.187, 1.124, 3.704], [-3.795, 1.342, 4.923], [-4.186, 0.258, 5.703], [-3.968, -1.051, 5.278], [-3.349, -1.281, 4.068], [-2.985, -6.373, 1.093], [-1.316, -6.468, 0.556], [-2.371, -5.173, -0.032], [-1.487, -5.550, 2.895], [-2.505, -4.248, 2.319], [0.407, -4.795, 1.506], [-0.076, -3.555, 2.636], [-0.167, -3.509, -0.271], [-1.507, -2.137, 2.604], [-2.847, 1.956, 3.102], [-3.961, 2.351, 5.275], [-4.668, 0.433, 6.657], [-4.293, -1.881, 5.889], [-3.226, -2.302, 3.725]]}

***

[6]
{"formula": "C3H7N3O2", "method": "wB97M-V/def2-TZVPD", "homo_energy_ev": -9.01, "max_force_ev_per_a": 0.5, "e_tot_ha": -433.100013, "orbital_gap_ev": 9.56, "species": ["C", "C", "N", "C", "O", "N", "N", "O", "H", "H", "H", "H", "H", "H", "H"], "coordinates": [[0.593, 2.024, -0.499], [0.880, -1.514, -0.626], [-0.704, -0.501, 1.293], [-0.467, -0.865, -0.498], [-1.600, -0.909, 2.273], [-0.541, 0.779, 1.162], [-0.211, 0.896, -0.075], [-1.453, -1.114, -1.120], [-2.484, -0.689, 1.936], [0.368, 2.239, -1.543], [1.662, 1.807, -0.405], [0.358, 2.895, 0.117], [1.260, -1.321, -1.631], [0.759, -2.591, -0.500], [1.580, -1.138, 0.118]]}

***

[7]
{"formula": "C5H7FO", "method": "wB97M-V/def2-TZVPD", "smiles": "C=C(F)/C=C(/C)O", "homo_energy_ev": -8.47, "max_force_ev_per_a": 3.9, "e_tot_ha": -369.731174, "orbital_gap_ev": 9.11, "species": ["C", "C", "C", "C", "C", "O", "F", "H", "H", "H", "H", "H", "H", "H"], "coordinates": [[0.264, 0.077, -0.116], [1.752, 2.103, -1.131], [0.586, 1.426, -0.962], [-0.785, -0.776, 0.144], [-0.630, -1.666, 1.374], [-2.007, -0.817, -0.545], [-0.419, 1.896, -1.752], [1.066, 0.098, 0.536], [2.545, 1.798, -0.547], [1.830, 2.874, -1.840], [-0.115, -2.528, 1.164], [-1.529, -1.862, 1.808], [0.061, -1.150, 2.089], [-2.618, -1.474, -0.221]]}